No. 1
Formula: C7H13N2
Source: OMol25
Level of theory: ωB97M-V/def2-TZVPD

Each line ends with the Löwdin charge.
Positions of all 22 atoms, in Å:
C -1.6949 -1.2996 -1.1583  0.1523
C -2.5933 0.6450 -0.5468  -0.0456
C -0.3910 0.0217 0.0595  -0.2621
C -0.5059 -1.1486 1.0007  -0.0348
C 1.5667 1.4068 0.8041  -0.0366
C 1.9266 -0.5926 -0.6819  -0.0496
C 0.9702 0.5429 -0.3195  -0.3680
N -2.6882 -0.5793 -1.0328  0.0782
N -1.4166 0.9295 0.0339  0.1407
H -1.5737 -2.3540 -1.2681  0.1108
H -3.4021 1.3510 -0.6021  0.1536
H -0.0671 -0.8353 1.9535  0.1113
H 0.0536 -2.0108 0.6569  0.0929
H -1.5312 -1.4396 1.2178  0.0991
H 0.9672 2.2943 0.9957  0.0777
H 2.5601 1.7315 0.5109  0.0942
H 1.6565 0.8370 1.7244  0.0875
H 2.1702 -1.2013 0.1836  0.0877
H 2.8531 -0.1681 -1.0584  0.0937
H 1.5039 -1.2186 -1.4614  0.0861
H 0.8417 1.1773 -1.2059  0.1488
H -1.2057 1.9109 0.1941  0.1822

Output
Charge: +1
Energy relative to the best compared isomer or geometry (same formula, charge and spin), kcal per mole: 84.47
Gap between HOMO and LUMO, eV: 8.09
Highest occupied orbital energy, hartree: -0.4897

=====

No. 2
Formula: CH4N2O3
Source: OMol25
Level of theory: ωB97M-V/def2-TZVPD

Each line ends with the Löwdin charge.
Positions of all 10 atoms, in Å:
O 1.9782 -0.2432 -0.0904  0.0466
C 0.7816 0.0205 0.0690  -0.4901
N 0.0541 1.1541 0.3970  -0.0461
O -0.9483 1.1704 -0.4649  -0.0084
N -0.0542 -1.0956 -0.1894  -0.0066
O -1.3938 -0.9820 0.0953  -0.0561
H 0.6900 2.0509 0.6084  0.2147
H -1.5160 0.8471 0.1774  0.0493
H 0.5902 -1.8371 -0.0679  0.1335
H -1.5424 -1.1557 1.0952  0.1631

Output
SMILES: O=C(NO)NO
Charge: 0
Energy relative to the best compared isomer or geometry (same formula, charge and spin), kcal per mole: 62.88
Gap between HOMO and LUMO, eV: 10.27
Highest occupied orbital energy, hartree: -0.3619

=====

No. 3
Formula: C2H3NOS2
Source: OMol25
Level of theory: ωB97M-V/def2-TZVPD

Each line ends with the Löwdin charge.
Positions of all 9 atoms, in Å:
S 1.1904 0.3844 -2.9132  0.5942
C 0.7502 -0.3963 -1.5234  -0.7085
N 0.3101 0.2216 -0.4142  -0.0567
O -0.1529 -0.6277 0.6430  -0.1214
C -0.7357 0.0063 1.6955  -0.6848
S -1.0602 1.5917 1.8864  0.7042
H 0.7945 -1.4776 -1.3608  0.0803
H -0.2000 1.1156 -0.4620  0.0936
H -0.8963 -0.8181 2.4488  0.0992

Output
SMILES: S=CNOC=S
Charge: 0
Energy relative to the best compared isomer or geometry (same formula, charge and spin), kcal per mole: 62.99
Gap between HOMO and LUMO, eV: 8.54
Highest occupied orbital energy, hartree: -0.3305